78
Properties=species:S:1:pos:R:3:forces:R:3 method="wB97M-V/def2-TZVPD" gap_ha=0.2785 smiles="CNCc1cc(P(O)(O)=S)c2nc([C@@H](Br)[C@H](C)Br)cnc2c1.CCCCCC.CCCCCC" total_energy_ha=-7181.31276
C 5.5460 -3.9589 1.1516 -0.680 -0.890 0.146
N 5.0024 -3.7860 -0.2175 0.616 0.848 0.703
C 4.6737 -2.3911 -0.5496 -1.054 -0.094 -0.997
C 3.1493 -2.0256 -0.3782 -1.827 0.694 0.348
C 2.5840 -1.0259 -1.3530 -2.244 -0.411 1.676
C 1.1936 -0.6338 -1.2405 2.017 -0.672 0.480
P 0.5015 0.6535 -2.4248 -1.212 -0.327 -0.270
O 0.3509 2.0710 -1.5063 1.825 -1.624 -1.631
O 1.6432 0.9128 -3.6504 -0.541 0.581 2.903
S -1.1629 0.1502 -3.2428 0.516 0.191 0.140
C 0.2895 -1.2312 -0.1893 0.769 0.194 -0.479
N -1.0212 -0.8004 -0.1687 0.424 -2.009 2.428
C -1.7565 -1.4211 0.7800 0.815 0.110 0.350
C -3.2811 -1.0281 0.8446 1.477 -0.504 -1.833
Br -3.3524 0.9640 0.9968 -0.292 -0.950 0.332
C -3.8707 -1.3445 -0.6026 -1.099 0.653 0.217
C -5.4417 -1.4761 -0.6277 0.478 -0.832 -0.817
Br -3.1273 -3.0576 -1.3194 -0.374 0.510 0.256
C -1.1947 -2.4338 1.7124 -0.041 0.158 0.034
N 0.0942 -2.8550 1.7597 -2.144 2.385 -2.138
C 0.8167 -2.2202 0.7588 2.477 -0.035 -0.974
C 2.2764 -2.5791 0.6342 0.521 1.116 -1.589
H 6.2351 -4.8485 1.1888 -0.531 0.952 -0.070
H 6.0989 -3.0376 1.4603 -0.502 -0.871 -0.190
H 4.6953 -4.1922 1.8647 1.084 0.485 -0.282
H 4.2159 -4.4122 -0.4011 0.376 0.407 0.125
H 5.3304 -1.6495 -0.0085 -0.685 -0.950 -0.360
H 4.8909 -2.2582 -1.6539 -0.231 0.076 1.119
H 3.2147 -0.5677 -2.1597 -0.617 -0.670 0.927
H 1.2650 2.4324 -1.4817 -0.763 0.181 0.502
H 2.2856 1.5421 -3.2574 0.023 -0.383 -0.738
H -3.8301 -1.5429 1.6685 0.427 0.639 -0.688
H -3.5626 -0.5632 -1.3542 0.106 -0.881 1.047
H -5.6936 -2.5316 -0.3133 0.003 1.305 0.009
H -5.7547 -1.4090 -1.7119 0.200 0.053 1.224
H -5.9841 -0.6983 -0.0332 0.648 -0.653 -0.413
H -1.9018 -2.8880 2.4600 0.824 0.497 -0.821
H 2.7322 -3.3151 1.3473 -0.797 0.786 -0.665
C 3.9284 0.5772 2.7033 -0.002 0.123 -0.081
C 5.4293 0.5545 2.4415 -0.060 -0.129 0.025
C 6.1919 -0.3915 3.3688 0.159 0.021 -0.037
C 6.1219 -0.0452 4.8580 -0.162 -0.024 0.042
C 6.6154 1.3529 5.2280 0.063 -0.079 0.062
C 8.0867 1.5800 4.9067 0.014 0.142 -0.015
H 3.6981 0.9489 3.7040 -0.014 -0.038 -0.032
H 3.4314 1.2337 1.9849 -0.069 -0.053 0.056
H 3.4993 -0.4227 2.5981 -0.016 0.026 0.033
H 5.8305 1.5696 2.5163 0.038 -0.039 0.001
H 5.5968 0.2335 1.4077 0.048 0.061 0.019
H 7.2399 -0.4241 3.0525 -0.021 -0.009 0.026
H 5.8068 -1.4088 3.2333 -0.019 0.043 0.004
H 6.7083 -0.7868 5.4119 -0.010 0.043 -0.016
H 5.0909 -0.1585 5.2096 0.040 -0.013 -0.032
H 6.4687 1.4983 6.3027 -0.056 0.005 -0.053
H 6.0093 2.1164 4.7313 -0.021 -0.037 0.004
H 8.7168 0.8503 5.4221 -0.019 0.010 -0.057
H 8.3963 2.5766 5.2294 0.047 -0.057 -0.030
H 8.2838 1.5061 3.8349 0.020 -0.018 0.041
C -4.6258 2.3267 -4.0660 0.053 0.139 0.078
C -5.4778 2.0458 -2.8342 0.037 -0.144 -0.089
C -6.7120 1.1942 -3.1319 -0.076 0.022 0.132
C -7.7226 1.8208 -4.0956 0.077 -0.009 -0.141
C -8.2748 3.1807 -3.6703 -0.088 -0.072 -0.023
C -9.0527 3.1354 -2.3617 0.006 0.134 0.056
H -5.1725 2.9086 -4.8115 0.011 -0.045 -0.005
H -3.7380 2.8986 -3.7874 0.003 -0.068 -0.077
H -4.2925 1.3954 -4.5305 -0.008 0.043 -0.015
H -5.7688 2.9909 -2.3658 -0.029 -0.042 0.024
H -4.8617 1.5161 -2.1000 -0.029 0.059 0.040
H -7.2111 0.9568 -2.1863 -0.012 -0.006 -0.032
H -6.3884 0.2334 -3.5489 0.013 0.039 -0.001
H -8.5576 1.1222 -4.2214 0.010 0.043 0.010
H -7.2667 1.9208 -5.0863 -0.001 -0.020 0.050
H -8.9419 3.5449 -4.4579 0.071 0.004 -0.003
H -7.4667 3.9138 -3.5915 0.013 -0.039 -0.022
H -9.8896 2.4349 -2.4282 0.052 0.000 0.026
H -9.4596 4.1218 -2.1277 -0.015 -0.066 0.042
H -8.4197 2.8342 -1.5241 -0.040 -0.012 -0.021